(1)
# C52H138N10O17

A 12-piece molecular cluster, C52H138N10O17 overall at a distorted geometry (wB97M-V/def2-TZVPD, the Open Molecules 2025 dataset).

Structure (XYZ):
```
217
C52H138N10O17 wB97M-V/def2-TZVPD
C 24.92 -18.27 -20.67
H 18.80 -28.94 -18.82
H 15.11 -21.91 -16.07
H 20.45 -21.54 -12.40
H 16.62 -21.61 -17.06
H 25.10 -15.56 -11.08
H 21.69 -16.99 -6.63
C 24.37 -17.92 -18.25
H 17.89 -19.77 -17.21
C 21.16 -14.69 -19.08
C 27.58 -14.89 -14.71
H 20.06 -17.51 -14.13
C 21.73 -20.16 -22.04
H 15.21 -21.19 -9.97
H 14.95 -23.88 -10.84
C 19.97 -18.32 -22.37
H 26.96 -16.49 -13.46
H 25.62 -20.33 -9.44
H 15.40 -20.76 -13.75
H 25.30 -17.28 -15.23
C 20.89 -19.24 -13.39
O 26.94 -18.34 -8.11
H 28.32 -15.46 -15.34
O 22.29 -18.86 -7.41
H 15.42 -18.90 -11.65
N 17.62 -23.55 -18.93
H 28.30 -17.79 -6.63
H 21.12 -13.56 -21.44
C 17.41 -24.92 -19.34
H 17.03 -18.21 -14.19
H 19.40 -15.88 -9.40
H 19.81 -17.36 -1.00
C 22.02 -18.65 -8.80
H 22.69 -25.34 -14.96
H 18.62 -19.82 -4.81
H 21.05 -19.10 -9.11
N 26.11 -16.70 -15.42
C 17.45 -19.65 -18.20
H 23.00 -19.35 -10.64
H 22.16 -18.54 -19.87
O 24.06 -18.58 -19.57
C 16.16 -21.65 -10.42
H 25.44 -17.89 -18.06
H 16.67 -22.24 -15.33
H 20.20 -21.37 -5.77
H 19.97 -28.48 -19.96
H 13.95 -22.60 -11.37
C 21.63 -15.24 -17.74
C 19.86 -21.66 -8.54
C 25.56 -19.29 -9.81
H 18.96 -16.33 -2.13
H 19.09 -23.60 -12.69
H 19.64 -17.30 -22.08
C 15.79 -25.26 -14.60
H 20.54 -20.45 -3.65
C 20.73 -18.33 -14.57
O 19.66 -19.66 -12.84
H 22.16 -27.03 -14.50
O 19.30 -18.26 -2.74
C 16.27 -20.18 -14.15
C 19.06 -24.27 -14.66
H 18.50 -25.96 -17.77
H 19.51 -19.69 -1.23
N 21.24 -18.43 -20.30
H 21.99 -17.42 -15.96
H 18.83 -16.60 -11.58
H 17.26 -18.34 -21.94
C 17.77 -19.18 -22.42
H 17.19 -20.61 -13.75
H 25.93 -18.00 -20.32
H 22.52 -26.50 -16.22
C 19.19 -21.66 -5.46
H 24.51 -17.51 -21.32
H 27.70 -19.02 -9.92
C 21.54 -18.10 -6.51
C 18.54 -25.78 -18.83
H 14.55 -23.10 -13.76
H 16.46 -19.21 -18.18
O 18.84 -22.29 -7.77
H 20.30 -17.31 -11.63
H 19.28 -23.22 -19.99
H 28.12 -16.64 -7.96
H 18.81 -21.08 -11.73
C 22.09 -26.25 -15.24
N 24.40 -18.61 -9.26
C 19.60 -16.99 -10.93
O 17.32 -20.84 -18.95
H 20.57 -19.02 -19.82
H 16.49 -22.39 -9.69
H 17.88 -22.94 -13.69
H 20.50 -13.80 -19.00
C 19.55 -20.66 -3.18
H 23.98 -18.62 -17.52
H 14.14 -18.46 -13.67
H 27.01 -14.21 -15.36
O 20.73 -25.82 -15.44
H 18.88 -22.37 -15.55
O 24.41 -19.54 -14.96
C 14.84 -23.15 -11.67
H 17.83 -22.52 -20.77
H 22.39 -17.22 -14.37
C 24.64 -16.27 -11.78
H 20.93 -24.68 -13.73
C 19.31 -28.08 -19.16
H 15.08 -26.73 -15.94
H 18.36 -20.45 -7.02
C 26.49 -15.85 -14.22
H 21.47 -18.71 -12.61
H 22.03 -17.57 -8.99
H 20.04 -27.67 -18.38
H 16.81 -20.76 -10.62
H 17.67 -19.13 -23.54
H 20.47 -18.39 -6.57
N 15.44 -25.02 -13.18
H 13.98 -26.53 -14.61
H 17.97 -19.78 -2.05
H 20.13 -18.28 -23.43
H 17.19 -20.07 -22.10
H 24.16 -16.29 -16.95
H 19.75 -26.13 -13.66
H 25.31 -17.11 -11.99
H 23.74 -16.63 -11.27
H 18.02 -17.56 -1.25
O 19.06 -19.32 -22.04
H 21.47 -20.11 -13.72
H 28.12 -14.44 -13.87
H 19.10 -21.53 -18.28
H 24.56 -18.63 -8.25
H 22.83 -13.85 -21.82
H 22.37 -14.56 -17.31
H 14.02 -23.97 -17.79
O 15.94 -22.29 -11.70
H 24.95 -19.17 -21.29
C 18.62 -21.43 -19.22
H 21.67 -15.29 -21.71
H 23.51 -19.18 -15.01
C 18.35 -21.50 -6.72
H 19.11 -19.49 -15.32
H 16.71 -25.89 -14.54
H 19.20 -20.91 -19.99
N 22.05 -17.91 -15.03
C 24.49 -20.41 -13.88
H 23.29 -20.37 -9.18
H 21.92 -20.17 -23.11
H 19.97 -23.47 -16.43
H 20.60 -19.82 -16.26
H 24.19 -15.79 -18.63
N 18.44 -23.79 -13.44
H 14.70 -18.60 -15.15
C 25.34 -15.04 -13.73
H 17.37 -21.83 -6.45
H 20.90 -20.88 -21.86
H 24.09 -19.98 -12.96
C 23.77 -16.54 -17.91
H 19.68 -18.35 -16.56
H 25.48 -19.38 -10.92
H 17.23 -18.83 -11.84
C 21.92 -14.26 -21.30
H 16.30 -24.69 -12.76
H 17.32 -24.97 -20.44
H 20.49 -15.48 -19.51
H 21.86 -18.29 -5.48
H 26.94 -17.34 -15.59
C 14.66 -25.98 -15.28
H 26.82 -17.51 -10.05
H 19.53 -20.71 -9.00
C 14.47 -24.84 -17.34
C 20.05 -19.04 -15.75
C 19.84 -20.78 -11.92
H 15.58 -24.75 -17.36
H 16.22 -17.39 -11.92
H 19.08 -17.82 -10.50
O 24.27 -15.62 -13.04
H 20.80 -15.24 -17.04
H 18.11 -18.94 -18.83
C 20.15 -25.31 -14.26
H 20.78 -21.47 -7.97
H 23.83 -21.28 -13.97
N 18.70 -20.74 -4.40
C 16.26 -18.47 -12.18
H 24.87 -14.48 -14.56
H 16.73 -23.20 -18.64
C 16.18 -21.60 -16.03
H 16.01 -24.28 -15.13
H 21.87 -16.94 -18.66
H 18.29 -24.78 -15.25
O 18.42 -27.01 -19.55
H 25.53 -20.77 -13.75
H 22.59 -20.49 -21.43
C 18.98 -17.37 -1.69
C 28.19 -17.71 -7.73
H 14.11 -25.58 -17.99
O 13.92 -25.00 -16.04
H 19.46 -25.24 -19.17
C 14.55 -23.89 -12.98
H 21.99 -18.05 -22.12
O 22.23 -14.36 -19.90
O 20.12 -16.08 -9.99
O 16.30 -20.25 -15.54
C 21.31 -18.74 -21.70
C 18.35 -22.75 -19.84
H 19.59 -21.59 -2.69
H 19.32 -22.63 -5.05
C 19.63 -23.14 -15.46
H 25.78 -14.30 -13.03
C 23.17 -19.37 -9.55
N 22.30 -16.53 -17.85
N 14.92 -18.16 -14.26
H 29.02 -18.17 -8.32
H 20.12 -22.41 -9.30
H 20.36 -20.44 -11.00
H 20.42 -22.51 -14.99
C 26.83 -18.47 -9.54
H 16.54 -25.44 -19.00
C 16.16 -18.71 -13.70
C 19.03 -19.59 -2.21
H 13.51 -24.16 -13.02
```

Values from the calculation:
- SMILES: COC[C@H](C)N.COC[C@H](C)N.COC[C@H](C)N.COC[C@H](C)N.COC[C@H](C)N.COCCNCCOC.COCCNCCOC.COCCNCCOC.COCCNCCOC.COCCNCCOC.CO.CO
- E_HOMO: -8.66 eV
- 2S+1: 1
- Energy relative to the best compared isomer or geometry (same formula, charge and spin): 0.0 kJ/mol


(2)
# C52H30MgN12O

C52H30MgN12O as an isolated structure at a distorted geometry (wB97M-V/def2-TZVPD, the Open Molecules 2025 dataset).

Structure (XYZ):
```
96
C52H30MgN12O wB97M-V/def2-TZVPD
H 3.58 -3.71 -4.31
O 1.93 10.92 0.80
C -5.06 -4.02 2.68
C 5.69 -4.27 -1.70
Mg -0.45 -2.38 -0.13
C 0.89 -0.53 2.52
N -1.18 -2.86 -2.01
C -1.18 -2.52 -4.28
H -1.60 -1.45 -7.44
C -1.83 -1.70 -6.41
C -2.80 -3.16 1.71
H 0.99 -1.54 2.86
N 1.27 -3.29 -0.83
C 1.64 -3.36 -2.13
C 2.33 -3.65 -0.06
C 0.72 3.30 1.05
C 0.91 7.64 -0.51
C 1.95 8.79 1.77
C -0.17 -3.13 5.26
C -0.61 2.58 -2.37
C -0.86 -2.25 -5.60
H -4.72 -4.18 3.69
C -0.76 0.21 -2.48
H -1.17 -2.89 5.60
C 1.17 6.83 0.59
H -0.70 3.57 -2.79
H 0.14 -2.44 -5.97
H 0.93 9.58 -1.36
H -6.28 -3.50 -1.00
N 0.89 -3.16 -3.19
C 1.15 9.00 -0.48
N -3.52 -2.62 -1.64
C 1.17 1.79 2.96
C 0.29 3.51 -0.26
N 1.10 4.52 1.51
C 0.09 -3.38 3.92
C 3.49 -3.88 -0.90
C -0.14 2.42 -1.06
C -0.40 -2.89 -3.11
H 5.97 -4.17 -3.81
H 1.43 2.61 3.62
C -2.44 -2.56 -2.38
C -6.79 -4.16 0.99
C 0.88 5.42 0.50
C 5.25 -4.09 -3.01
C 1.24 0.49 3.40
C -2.48 -2.26 -3.80
C 1.39 -3.62 3.46
H 0.75 -2.92 7.18
H 2.24 11.50 -1.17
C 0.38 0.91 0.84
H 5.15 -4.34 0.39
H -0.96 -0.67 -3.07
N 2.36 -3.78 1.24
C -0.92 1.46 -3.09
H 3.01 -3.41 6.40
C 1.67 9.59 0.66
C 0.76 2.02 1.64
H -7.80 -4.43 0.73
H -7.04 -4.76 3.02
C 3.92 -3.83 -3.29
C -3.45 -1.71 -4.62
C -0.74 -3.30 2.73
C -3.48 -2.86 -0.35
H 1.94 6.85 2.61
H 1.92 12.77 0.05
C 2.46 -3.66 4.35
C -4.22 -3.50 1.71
H 2.37 9.26 2.65
C -0.07 1.11 -0.52
H 0.51 7.17 -1.39
C 4.82 -4.18 -0.63
C -4.65 -3.31 0.39
C 1.65 11.77 -0.29
C 2.19 -3.41 5.69
N -0.38 0.02 -1.24
H -4.43 -1.47 -4.23
H 6.74 -4.47 -1.52
C 0.90 -3.14 6.14
C 1.31 -3.62 2.01
C 3.05 -3.70 -2.23
H 1.56 0.24 4.40
C -5.95 -3.63 0.02
H 0.59 11.74 -0.55
H 3.46 -3.84 4.00
C 1.71 7.43 1.73
C -6.35 -4.34 2.30
C -3.11 -1.42 -5.93
H -3.83 -0.95 -6.58
H -1.27 1.50 -4.11
N 0.45 -0.35 1.30
N -2.41 -2.78 0.47
N 0.39 4.83 -0.57
N 0.03 -3.39 1.62
H 1.48 4.73 2.42
N -2.05 -3.26 2.78
```

Values from the calculation:
- E_HOMO (alpha / beta): -5.96 / -5.95 eV
- 2S+1: 1


(3)
# C52H34IrN11O4

C52H34IrN11O4 as an isolated structure at a distorted geometry (wB97M-V/def2-TZVPD, the Open Molecules 2025 dataset).

Structure (XYZ):
```
102
C52H34IrN11O4 wB97M-V/def2-TZVPD
H 0.20 5.79 2.89
C -2.46 2.84 -1.58
H -5.57 0.96 -4.47
H -1.28 6.61 4.70
H -3.30 2.83 4.88
C -3.50 -2.17 1.26
H -5.51 -3.25 4.35
H -5.73 -4.48 2.25
N -2.09 -0.41 0.92
N -2.51 -1.84 -0.96
C -2.65 -1.50 0.31
C -1.60 1.73 2.78
C -0.54 5.14 3.34
N -0.80 -0.30 -1.59
H 0.04 0.04 -5.70
C 1.35 2.82 0.03
N 0.57 1.99 -0.73
H -4.07 -1.24 4.50
C -1.74 -1.55 -3.26
C 4.77 2.95 -2.33
C 1.23 1.70 -1.90
H -2.81 -3.15 -6.01
C 4.25 -0.99 0.65
N 5.33 -3.76 -0.03
C -0.83 -0.65 -3.86
C 3.79 3.61 -0.22
H 2.64 -3.93 0.38
H -3.02 5.17 5.66
C 2.62 2.99 -0.62
C -0.69 3.84 2.91
C 3.40 -1.56 -0.29
H -3.15 -3.13 -3.54
C 4.64 -3.97 1.17
H 5.79 4.06 -0.81
N -2.37 0.71 3.01
C -3.67 4.13 -3.38
H 1.57 -4.31 2.53
N -0.60 1.80 1.84
C 4.79 -4.44 3.52
C 4.86 3.58 -1.09
C -4.13 -1.81 3.59
H 5.63 2.96 -2.99
O -1.51 3.61 -1.57
C 2.05 -1.19 -0.25
H -5.85 3.07 -5.75
H -3.60 0.83 -1.56
Ir -0.71 0.76 0.11
C -0.65 -0.65 -5.24
C 2.52 2.32 -1.87
C -2.46 -2.45 -4.02
N 1.55 -0.37 0.65
O 5.39 -3.71 -2.29
C -1.39 5.60 4.34
C -1.73 -1.26 -1.84
C 4.88 -3.34 -1.26
N 0.75 0.96 -2.89
C -5.05 -3.64 2.29
H 2.83 -3.86 5.58
H 6.48 -4.17 2.26
N 3.81 -2.46 -1.27
C -2.53 3.46 4.47
C -1.38 -1.56 -5.99
H 5.31 -1.21 0.64
C -4.94 -2.93 3.49
C 3.40 -4.48 3.63
H 4.37 0.37 2.30
H 3.86 4.10 0.75
H -1.27 -1.57 -7.06
C -0.24 0.12 -2.78
H -4.46 -3.80 0.23
C -3.42 -1.43 2.47
C -0.04 3.05 1.88
C 2.65 -4.27 2.47
H -3.12 5.01 -3.08
C -5.20 3.03 -4.88
H -4.66 5.11 -5.01
C -2.26 -2.45 -5.39
H 3.23 -5.57 5.46
C -4.34 -3.27 1.16
C -4.52 4.18 -4.48
C -2.55 -0.32 2.20
H 1.92 0.83 2.28
H 5.39 -4.62 4.41
O -2.63 1.86 -0.78
N 0.96 3.42 1.14
C 5.41 -4.19 2.32
H 3.35 -2.38 -2.17
O -4.17 0.66 -2.37
C -2.37 4.77 4.89
C -1.67 3.00 3.48
C 3.61 2.30 -2.73
H 1.69 -4.97 4.82
C -5.05 1.86 -4.18
H 1.36 -1.61 -0.97
C 2.75 -4.74 4.94
H 6.23 -4.21 -0.08
C -4.23 1.80 -3.04
C 3.73 -0.10 1.57
C -3.50 2.95 -2.67
H 3.54 1.82 -3.69
C 3.25 -4.03 1.26
C 2.37 0.17 1.55
```

Values from the calculation:
- E_HOMO (alpha / beta): -9.52 / -9.85 eV
- 2S+1: 2
- Energy relative to the best compared isomer or geometry (same formula, charge and spin): 247.3 kJ/mol
- Net charge: +1